Record 1
An isolated ion of composition C4H12N2 and charge +2, computed with ωB97M-V/def2-TZVPD.

Each line ends with the Mulliken charge.
Element x y z (Å)
1 N 0.87079 1.91566 -0.55002  -0.29
2 H 1.21569 -1.09649 1.11775  0.40
3 H 1.01517 2.87921 -0.22211  0.40
4 H -1.79302 -2.42269 0.34495  0.39
5 H 1.51673 1.83634 -1.34247  0.36
6 H 2.21106 1.13499 0.88235  0.42
7 H -0.80825 -2.07226 1.59370  0.40
8 C 1.17437 0.98380 0.59715  -0.67
9 H -0.10440 1.87832 -0.85018  0.33
10 C -0.55209 -0.81174 -0.12391  0.64
11 H -2.18506 -0.89915 -1.31452  0.29
12 C 0.86545 -0.49339 0.27660  -0.76
13 H -2.08248 -1.10174 1.33211  0.38
14 C -1.15239 -0.57303 -1.25886  -1.06
15 N -1.35647 -1.63941 0.84194  -0.32
16 H 1.50084 -0.77364 -0.57094  0.34
17 H 0.52526 1.30713 1.40433  0.35
18 H -0.86120 -0.05191 -2.15786  0.39

Calculated values
HOMO-LUMO gap = 12.11 eV
Total charge = +2
Lowest unoccupied orbital energy = -0.271 Ha
Calculated total energy = -268.46076 hartree
SMILES string = C=C([NH3+])CC[NH3+]

Record 2
C43H31AsClNPRh as an isolated structure, computed with ωB97M-V/def2-TZVPD.

Each line ends with the Löwdin spin population.
Element x y z (Å)
1 C -1.65134 5.40875 -3.32186  0.00
2 C -3.99908 -0.27647 -2.41965  0.00
3 C -3.54968 0.73765 -0.12057  0.01
4 H 4.88172 -0.45628 0.19454  0.00
5 H -2.28157 -5.98785 -3.64441  0.00
6 H -5.28561 -0.51170 0.13648  0.00
7 C -3.49172 5.56369 -1.77756  0.00
8 H -0.50633 0.99153 -3.55632  0.00
9 C -3.52798 -0.52454 -3.70139  0.07
10 H 1.47878 1.38944 -2.90616  0.01
11 C 2.52577 -4.17389 0.41944  0.00
12 H -0.67177 -4.68513 -2.32787  0.00
13 C -4.82027 0.59207 1.91071  0.00
14 C -1.62319 -1.82875 3.55962  0.00
15 C 2.20754 0.96980 -2.22527  0.10
16 H -1.29556 -1.10953 4.29567  0.00
17 H -0.26269 3.81442 -2.98488  0.00
18 C -2.42719 -3.66983 1.63230  0.01
19 Cl -0.16316 -0.34640 1.87599  0.10
20 C 0.60474 -3.11578 -0.57170  0.04
21 C -1.88947 3.81116 -1.56094  0.08
22 H -3.90077 -2.33049 -0.74243  0.00
23 C 1.23409 -3.68450 0.53715  0.02
24 C -3.19418 0.38828 -1.50626  0.06
25 C -3.97389 1.51366 2.51456  0.01
26 C -2.44108 -2.89614 3.90794  0.01
27 H -4.38565 6.06481 -1.43392  0.00
28 C -4.61343 0.20046 0.59613  0.01
29 C -2.80776 6.04129 -2.88373  0.00
30 H -1.11309 5.79084 -4.17756  0.00
31 H 3.01073 -4.62183 1.27508  0.00
32 H -4.69201 -5.47831 -3.52295  0.00
33 H -5.50298 -3.65850 -2.06028  0.00
34 C 4.12408 -0.06542 -0.47062  0.01
35 C 1.82688 0.19162 -1.12680  0.33
36 H 3.86332 1.85927 -3.26687  0.00
37 C -1.92420 0.85348 -1.92376  0.05
38 H 0.71774 -3.75613 1.48497  0.00
39 C -1.61048 -2.60392 1.24562  0.02
40 H -2.75838 -3.00642 4.93549  0.00
41 H -4.15005 1.81581 3.53709  0.00
42 C -1.17704 4.29246 -2.65262  0.01
43 H -1.92361 -0.29542 -5.11376  0.00
44 C -1.46526 0.61114 -3.22728  0.06
45 H -2.25074 2.77346 2.28979  0.00
46 P -1.05582 -2.41717 -0.47001  0.15
47 H 0.80367 -2.59474 -2.66036  0.00
48 H -2.73541 -4.39705 0.89422  0.00
49 C -2.90440 2.05519 1.80950  0.00
50 C -2.83773 -3.81354 2.94895  0.00
51 H -5.64987 0.18106 2.46738  0.00
52 C 1.28167 -3.04479 -1.79503  0.03
53 H 4.19160 -4.49740 -0.88748  0.00
54 H -4.99693 -0.59230 -2.14629  0.00
55 C 2.56389 -3.54787 -1.90894  0.00
56 C -3.54254 -3.11591 -1.39900  0.01
57 C -3.98781 -4.89225 -2.94990  0.01
58 H -3.57678 4.07461 -0.23655  0.00
59 C 3.54651 1.24657 -2.43416  0.01
60 C -2.26330 -0.09795 -4.10712  0.01
61 N 7.00422 1.20000 -1.96817  0.04
62 H 3.08082 -3.50131 -2.85678  0.00
63 C 3.18748 -4.10654 -0.79944  0.03
64 C -3.03442 4.44144 -1.09810  0.02
65 H 2.50750 -1.00743 0.55096  0.01
66 C 4.49985 0.72810 -1.55556  0.06
67 C -1.72301 -4.43784 -2.28060  0.01
68 H -3.46509 -4.64912 3.22417  0.00
69 C 2.78820 -0.36106 -0.27173  0.11
70 C -2.17697 -3.39806 -1.47196  0.02
71 C -1.23072 -1.70979 2.24185  0.01
72 As -1.25130 2.21133 -0.66332  0.21
73 C -4.44480 -3.86488 -2.13079  0.00
74 C -2.70458 1.67006 0.49515  0.03
75 Rh -0.15715 -0.16233 -0.68074  2.20
76 H -4.16005 -1.04960 -4.40471  0.00
77 H -3.17042 6.91668 -3.40311  0.00
78 C 5.89088 0.99566 -1.78393  0.01
79 C -2.63350 -5.17789 -3.02116  0.00

Calculated values
HOMO-LUMO gap (spin up / spin down) = 7.87 / 5.03 eV
Total charge = +2
2S+1 = 5
Lowest unoccupied orbital energy (spin up / spin down) = -0.205 / -0.330 Ha
Calculated total energy = -4859.16821 hartree

Record 3
C8H28O6 as an isolated structure, computed with ωB97M-V/def2-TZVPD.

Each line ends with the Mulliken charge.
Element x y z (Å)
1 H 3.76724 10.24598 -24.91411  0.41
2 C 6.05782 12.08475 -19.80177  -0.67
3 H 9.21378 12.99242 -24.62058  0.44
4 C 4.94732 10.41072 -23.42957  -0.43
5 H 8.63781 8.85902 -21.84954  0.56
6 H 8.74108 11.90732 -23.49181  0.28
7 H 6.98101 8.94870 -24.79650  0.57
8 H 8.11130 10.18403 -20.89364  0.07
9 C 8.44622 9.93088 -21.89954  -1.93
10 O 6.28871 8.84277 -21.69498  -0.48
11 H 4.14286 11.01257 -21.51622  0.49
12 C 5.00254 11.25494 -22.14097  0.09
13 O 6.25295 12.71612 -18.59676  -0.53
14 O 6.93158 8.97130 -25.75216  -0.79
15 C 8.66009 10.96053 -25.48175  -1.31
16 H 6.43489 8.99827 -22.95300  0.02
17 H 5.51743 12.41150 -18.06024  0.38
18 H 6.96581 11.15103 -23.00634  0.29
19 H 5.04670 9.35798 -23.16503  0.15
20 H 7.73997 10.37672 -25.50678  0.80
21 O 8.74893 11.55477 -26.81507  -0.60
22 H 9.46079 10.32920 -21.90969  0.35
23 H 5.95139 11.26577 -21.60459  -0.59
24 H 7.87508 12.61298 -20.87032  0.30
25 O 3.70488 10.65885 -24.04967  -0.58
26 C 8.50301 12.17192 -24.52205  -0.97
27 H 7.29237 11.14265 -21.39629  -0.52
28 H 7.49006 8.24857 -26.03850  0.27
29 H 6.27479 8.79740 -20.73896  0.34
30 H 8.45731 10.54077 -23.96986  0.33
31 H 7.99140 12.14072 -26.88162  0.35
32 H 5.48706 8.39669 -21.96812  0.43
33 C 7.71350 10.37937 -23.18960  0.09
34 H 5.45241 12.74232 -20.42561  0.19
35 H 9.51009 10.28795 -25.36666  0.34
36 H 5.52017 11.15805 -19.60116  0.41
37 H 7.48802 12.56232 -24.44817  0.26
38 H 8.02730 11.23010 -19.77869  0.43
39 H 4.89571 12.28693 -22.47515  0.42
40 O 7.03724 9.26189 -23.65247  -0.76
41 H 5.79346 10.47173 -24.11399  0.35
42 C 7.36332 11.73228 -20.48229  0.76

Calculated values
HOMO-LUMO gap = 8.83 eV
Lowest unoccupied orbital energy = -0.004 Ha
Calculated total energy = -772.59134 hartree

Calculated strongest force on any atom (eV/A), listed in the same order as above: 1.7 0.6 6.0